# C78H175N5O12P3

A cluster of 11 separate species, C78H175N5O12P3 in total at a distorted geometry (ωB97M-V with the def2-TZVPD basis set, the OMol25 dataset).

The geometry in XYZ format:
```
273
Properties=species:S:1:pos:R:3:forces:R:3
C 2.22394 3.76220 2.03795 -0.6555 0.0362 -0.2753
C 1.27308 4.49071 2.95566 1.5443 0.3162 1.0528
O 1.58557 4.94662 3.99921 -0.7331 0.2038 -0.3918
N -0.21937 4.46759 2.58509 1.0355 -1.3389 -1.7537
H -0.67148 5.37819 2.53987 -0.1318 0.1686 1.2226
H -0.19305 4.23596 1.59217 -0.2237 -0.5312 -0.0896
C -0.83840 3.34275 3.41006 -1.3140 1.1098 0.8568
H 1.79820 2.79111 1.77107 0.1730 -0.2648 0.1887
H 3.15549 3.66740 2.59039 -0.0910 -0.1377 -0.0046
H 2.43717 4.28215 1.10206 -0.1994 0.2953 0.0761
H -0.18434 2.49259 3.60120 0.3250 0.2184 -0.3541
H -1.79034 3.02678 2.98746 0.1984 -0.0295 -0.3034
H -1.08272 3.84949 4.34299 0.1574 -0.4310 0.2558
C -1.24082 0.33455 0.98979 -0.1718 -1.1948 -0.4285
C -1.80727 -0.73138 1.92163 0.1600 1.1265 0.6755
O -2.89791 -1.19718 1.74090 0.7022 -0.2670 0.4119
N -0.95830 -1.14631 3.09974 -0.1338 -1.2660 -1.4613
H 0.02025 -0.83981 3.03449 0.8484 0.1757 -0.6808
H -1.28742 -0.58091 3.91066 -1.0129 0.5816 0.9180
C -1.03958 -2.64765 3.38069 -1.1929 0.7786 -0.5006
H -0.83421 -0.30935 0.20162 0.7072 0.1048 0.0113
H -0.46762 0.99753 1.36848 -0.0109 -0.2649 0.1855
H -2.03893 0.80792 0.41786 -0.2590 0.2850 0.6009
H -2.03863 -2.78550 3.78794 0.3569 -0.1956 0.6354
H -0.21695 -2.96094 4.01453 -0.1514 0.2002 0.0447
H -1.10538 -3.21338 2.45208 0.6139 0.1386 -0.1020
C -9.05353 -1.11474 1.17207 0.2457 -2.0599 0.0650
C -8.01950 -0.47531 2.03027 -1.7721 1.9687 -0.5843
O -7.93977 0.69973 2.19766 0.9702 -1.1546 0.4612
N -7.12434 -1.44914 2.82281 1.0990 0.4499 -0.8578
H -7.44256 -1.56525 3.78399 -0.1489 0.2747 0.1678
H -7.16714 -2.36546 2.38205 -0.1572 -0.1346 -0.0668
C -5.67651 -0.98292 2.80109 0.9696 -0.1202 0.9584
H -9.58729 -1.80424 1.83548 -0.3456 0.0823 0.0406
H -8.61987 -1.81692 0.45323 0.3242 0.0855 -0.0528
H -9.77844 -0.53067 0.61294 0.3623 0.7039 0.4844
H -5.00309 -1.75949 3.16565 -0.4614 -0.4631 -0.2281
H -5.47131 -0.21359 3.54581 -0.5822 0.3628 -0.2870
H -5.30327 -0.69899 1.82124 -0.6457 0.0037 -0.1492
C -7.36676 -9.33996 8.71597 1.0547 -0.8611 0.7496
C -6.18403 -9.02937 7.79252 -0.6615 0.9065 -0.8009
C -6.37942 -7.65259 7.11171 -1.1810 -0.3700 -1.1659
C -5.61273 -7.50932 5.79732 0.0547 0.6340 0.8153
N -5.78736 -6.13338 5.13515 -0.3227 0.1345 -0.0420
C -5.04839 -5.00162 5.89178 -1.1777 -1.7227 -0.6134
C -4.95780 -3.93775 4.80555 0.6729 0.2764 1.2688
C -4.67238 -4.71086 3.53684 0.8029 1.0732 -0.2981
C -5.02078 -6.13712 3.79362 -0.8610 -1.0116 0.7316
C -7.26581 -5.76907 4.92044 1.2048 -0.4836 -0.1096
H -7.16772 -10.33944 9.10886 0.0182 0.1008 0.4020
H -8.35124 -9.47809 8.27061 0.1415 0.6199 -0.4691
H -7.39201 -8.64874 9.55759 -0.2723 -0.0082 -0.0174
H -6.16902 -9.81589 7.03545 0.2310 0.1018 -0.1835
H -5.20142 -8.99542 8.26253 -0.1857 -0.3975 0.4376
H -6.24634 -6.80532 7.78522 0.3584 -0.1237 0.1215
H -7.42677 -7.61232 6.79744 -0.2220 0.0382 0.3496
H -5.93155 -8.23828 5.05357 -0.0105 -0.0681 0.0793
H -4.55377 -7.64629 6.02273 0.1650 0.1747 -0.4929
H -5.59793 -4.81695 6.81219 0.0542 0.3777 -0.1172
H -4.14926 -5.57117 6.12326 0.6064 1.0337 0.0535
H -5.86285 -3.34013 4.68400 -0.1987 -0.1379 0.5366
H -4.15284 -3.24597 5.05571 -0.0177 0.0510 -0.0364
H -5.23583 -4.21253 2.74664 0.2023 -0.4753 -0.4573
H -3.59706 -4.63201 3.36971 -0.0638 -0.1370 -0.5299
H -5.62176 -6.62661 3.02814 -0.1396 0.0448 0.1135
H -4.15637 -6.77423 3.97684 0.1605 0.2357 -0.0972
H -7.76364 -6.70853 4.69225 -0.2697 0.2426 -0.1523
H -7.30042 -5.06478 4.09192 -0.0943 -0.2395 -0.1471
H -7.71060 -5.27897 5.78374 0.2432 -0.3010 0.2301
C 1.21901 -3.21078 -0.89494 -0.9261 -0.1227 -0.7981
C 2.58298 -3.91857 -0.87401 -0.9031 0.2226 0.2788
C 2.91081 -4.60458 0.46376 -0.3127 -0.5987 -0.3530
C 1.92736 -5.78201 0.77583 0.4312 1.2582 1.0737
N 2.35824 -6.58502 1.99211 1.0640 -0.7147 -0.8979
C 3.72590 -7.29118 1.71624 -0.2026 0.0876 0.8340
C 3.51554 -8.77252 2.00925 0.4244 0.1370 0.5712
C 2.26408 -8.79243 2.88728 -0.1161 0.1198 -1.0420
C 1.40345 -7.76540 2.16895 0.1388 -0.0706 1.6978
C 2.44401 -5.76748 3.28371 -0.7443 0.1810 -0.5764
H 0.86527 -2.56538 -0.08914 0.6369 -0.2970 0.6070
H 0.46936 -3.99042 -1.04973 -0.2332 0.0381 0.3780
H 1.04303 -2.57516 -1.76888 0.5472 -0.0665 -0.2795
H 3.37667 -3.25772 -1.22159 0.1498 -0.0130 0.3366
H 2.47659 -4.69591 -1.63313 0.3309 -0.0576 -0.0866
H 2.90519 -3.90831 1.30371 -0.0740 0.1590 -0.0853
H 3.93136 -4.97394 0.35636 0.0013 -0.1794 0.2181
H 1.77469 -6.45833 -0.06351 0.2879 -0.1192 0.0629
H 0.95490 -5.38874 1.07732 -0.1044 0.0427 -0.1996
H 4.43549 -6.92031 2.45309 -0.0072 0.4287 -0.3424
H 4.03968 -7.07884 0.69742 0.0163 0.0577 0.1256
H 4.31683 -9.16888 2.63227 0.3608 -0.0106 -0.4909
H 3.47231 -9.31372 1.06539 -0.3713 -0.3474 0.2503
H 2.48777 -8.44033 3.89253 -0.0153 -0.4149 0.0964
H 1.81689 -9.78414 2.88449 -0.1635 0.1302 0.3178
H 0.59457 -7.39616 2.80179 -0.4571 -0.0857 -0.4888
H 1.13803 -8.23498 1.22343 -0.2671 0.7486 -0.2511
H 2.54808 -6.43559 4.13397 -0.0393 -0.0308 -0.1589
H 1.51786 -5.20330 3.38967 -0.1829 -0.3026 -0.0139
H 3.24584 -5.03257 3.27986 0.1576 -0.3989 -0.3791
C 7.40275 -1.74404 -4.14747 -0.6495 -0.6204 -1.3535
C 8.79770 -1.67972 -3.56925 0.5347 1.4284 1.1500
C 8.87052 -0.73081 -2.33137 0.0353 0.0016 -0.5147
C 8.42454 -1.43950 -1.06547 -1.0222 0.9223 0.4010
P 8.15645 -0.31199 0.35429 0.1660 -1.5378 -0.5356
C 6.91606 0.96933 -0.02805 -0.3888 0.0066 -0.0532
C 5.42029 0.52415 0.10328 0.7604 -0.3298 -0.5168
C 4.89867 -0.48373 -0.96260 1.0826 -0.0522 -0.2021
C 3.39733 -0.46315 -1.06137 -0.4012 0.2306 0.0126
C 7.71667 -1.36820 1.79788 0.0520 0.2402 -0.0924
C 7.01289 -2.70045 1.54590 -0.2273 -0.1546 -0.9983
C 7.09157 -3.69337 2.68231 0.4485 0.3118 1.4415
C 5.92129 -4.60526 2.78076 -0.9354 -1.3242 -0.8437
C 9.78349 0.35361 0.61950 0.3548 1.5183 -0.0651
C 10.96459 -0.61576 0.78771 -0.6430 -0.5246 1.4262
C 12.01676 -0.03621 1.75894 0.4572 -0.9927 -0.7474
C 13.15808 -0.99162 2.15397 -0.1988 0.2707 -0.5163
H 6.56553 -1.97802 -3.48602 0.3329 -0.2282 0.4324
H 7.37775 -2.48092 -4.95453 0.0186 -0.4288 0.2869
H 7.04202 -0.88906 -4.72598 0.5881 0.6457 0.4390
H 9.50342 -1.23603 -4.27156 -0.1497 -0.3070 -0.3596
H 9.21151 -2.63780 -3.25477 -0.2478 -0.2171 -0.2871
H 8.29489 0.16026 -2.59562 -0.2841 0.0035 0.2819
H 9.87384 -0.34982 -2.13233 0.1971 -0.2096 -0.3763
H 9.21278 -2.13868 -0.78519 -0.3177 -0.2891 0.2099
H 7.44327 -1.90534 -1.17439 0.2429 -0.5136 -0.3029
H 7.12323 1.40809 -1.00616 0.1029 -0.3342 -0.1920
H 7.13102 1.80085 0.64765 -0.1118 -0.1094 0.3059
H 4.79137 1.40973 0.00013 0.1361 0.1708 0.2010
H 5.32480 0.14614 1.12241 -0.4955 -0.1289 -0.0407
H 5.26598 -1.49898 -0.78998 -0.1617 -0.0874 0.4865
H 5.33277 -0.29257 -1.94761 0.0993 0.5323 0.0550
H 2.97886 -1.05716 -1.87534 0.2689 -0.4268 0.1587
H 3.04854 0.54459 -1.30848 0.0222 0.1749 0.3941
H 2.98970 -0.78846 -0.10227 -0.4119 0.1100 -0.1330
H 7.16681 -0.79068 2.54290 0.1972 0.1619 0.0716
H 8.71141 -1.60227 2.18397 -0.0131 0.1222 0.3143
H 7.44395 -3.13441 0.64115 -0.0406 -0.2561 0.0539
H 5.94792 -2.58700 1.32527 -0.0222 0.4558 -0.0553
H 7.08676 -3.19126 3.65479 0.3362 0.4244 -0.1190
H 7.98914 -4.31399 2.69559 0.2126 0.2759 -0.3281
H 5.77118 -5.17877 1.85932 0.1955 -0.0043 -0.1430
H 4.95749 -4.11685 2.93613 0.2561 0.3519 0.3007
H 6.08645 -5.36116 3.54903 -0.1261 0.1601 0.1966
H 9.70366 1.07598 1.43694 0.1638 -0.1542 0.2686
H 9.99620 0.99331 -0.24241 -0.1820 0.0949 -0.1081
H 11.38280 -0.85858 -0.18811 0.1001 -0.1238 0.0967
H 10.58736 -1.52220 1.27025 0.0987 -0.3450 -0.3251
H 11.56299 0.25957 2.70435 -0.2526 0.7375 -0.3668
H 12.49256 0.72167 1.13463 -0.0567 0.8061 0.8777
H 13.67947 -1.26205 1.23548 0.3189 -0.2301 0.2426
H 12.87329 -1.89184 2.69855 -0.3221 -0.0040 -0.1586
H 13.82213 -0.43846 2.81704 0.2022 -0.0553 -0.1785
C 0.34799 5.70860 -8.41664 -0.0972 0.0020 0.5320
C -0.26346 4.31246 -8.65100 1.3605 1.0252 -0.0216
C -0.49044 3.54901 -7.33789 -0.8208 -0.8709 -0.4085
C 0.80953 3.07523 -6.63064 0.0176 -0.3494 0.9824
P 0.67838 1.53521 -5.59774 0.1498 -0.1705 -0.3600
C -0.67736 1.82129 -4.37648 0.9633 0.0378 -0.3039
C -0.93454 0.71803 -3.33950 -0.9360 0.5220 -0.3890
C -1.58093 -0.55797 -3.88656 0.1216 0.6202 0.0457
C -2.18800 -1.36712 -2.75301 -0.3934 -0.4097 0.0702
C 0.41480 0.07313 -6.70430 -0.2927 0.1145 1.1782
C 1.16515 0.14792 -8.04574 -0.6353 0.4882 0.5599
C 0.94156 -1.01220 -8.98442 -0.7977 -1.5311 -0.7341
C -0.43950 -1.05275 -9.66351 0.2366 0.8883 0.5116
C 2.16294 1.25662 -4.51082 0.5093 0.9202 0.2635
C 3.53987 1.79168 -5.01413 -0.3459 -1.0123 -0.0892
C 4.73953 1.50976 -4.05176 -1.5680 0.4396 -0.0951
C 6.01695 2.01236 -4.64206 1.0265 -0.2469 -0.4551
H 1.33212 5.66257 -7.94449 -0.0012 -0.1781 0.1129
H -0.30319 6.27066 -7.74300 0.0257 0.1717 -0.0627
H 0.50599 6.30489 -9.31402 -0.2753 -0.2298 -0.1592
H 0.47509 3.78444 -9.25823 -0.1965 -0.3958 -0.0532
H -1.14193 4.44462 -9.28099 -0.2909 -0.3733 0.3826
H -1.13684 2.69834 -7.58150 0.4090 -0.4882 -0.2050
H -1.19599 4.05596 -6.67495 0.5731 0.5987 0.2769
H 1.19222 3.76961 -5.87748 -0.1242 0.4438 -0.1974
H 1.64690 2.91642 -7.31177 -0.1314 -0.0389 -0.2207
H -1.58681 2.16884 -4.86966 -0.0643 -0.4759 -0.2463
H -0.34633 2.71806 -3.84307 0.2687 0.0373 -0.0275
H -1.67677 1.23435 -2.72286 -0.0595 -0.3931 0.4335
H -0.08729 0.50457 -2.68622 0.2155 0.0336 -0.2080
H -0.88128 -1.09231 -4.53128 0.1409 -0.3881 0.4214
H -2.36794 -0.27194 -4.58918 -0.1943 0.0827 0.1269
H -2.94122 -0.78719 -2.21433 -0.0859 0.1927 -0.2056
H -1.50390 -1.69112 -1.96692 0.4002 -0.0509 -0.2875
H -2.70301 -2.24884 -3.13485 0.1014 -0.0647 0.0475
H -0.67491 0.05141 -6.78914 -0.0428 -0.0601 -0.5184
H 0.63344 -0.79451 -6.07704 0.3053 -0.1181 -0.1484
H 2.22932 0.29866 -7.86012 0.0045 0.1907 -0.0801
H 0.69654 1.04528 -8.45909 0.6492 0.1389 -0.6461
H 1.00640 -1.99959 -8.51900 0.4101 0.2240 0.6405
H 1.67995 -1.08121 -9.78384 0.2568 0.4878 0.1781
H -0.50527 -0.24055 -10.38840 -0.1440 -0.1994 -0.2292
H -1.21904 -0.86293 -8.92172 -0.1685 -0.1932 -0.0304
H -0.61855 -2.02171 -10.12294 -0.0256 0.1449 -0.1368
H 2.29334 0.20452 -4.25147 -0.3694 -0.1845 -0.3455
H 1.93136 1.73357 -3.55419 -0.1935 0.1586 -0.0065
H 3.47262 2.83547 -5.32037 0.1100 0.0465 0.1303
H 3.70730 1.18341 -5.90636 0.4184 0.3432 -0.2888
H 4.73421 0.43120 -3.88679 0.2517 -0.0187 0.1399
H 4.59559 2.00766 -3.08874 -0.3567 -0.0961 0.0910
H 6.84792 2.06338 -3.93647 -0.1632 -0.0515 0.2479
H 5.91510 3.01700 -5.05290 -0.0492 -0.0699 -0.1265
H 6.36391 1.32018 -5.41091 -0.0360 0.2883 -0.3053
C -0.86450 8.42542 -2.96640 -1.5017 1.1384 -0.3522
C -2.15354 8.00865 -3.69437 0.2270 -0.6013 -1.0699
C -3.43776 8.25463 -2.87900 0.5943 0.6687 -0.7558
C -3.47142 7.36288 -1.67616 -0.2914 -0.0254 1.4948
P -5.06905 7.23416 -0.80583 -0.2129 0.7677 -1.2849
C -5.53971 8.89327 -0.14494 -0.0339 -0.9955 -0.0976
C -4.41841 9.51390 0.69810 -0.2746 1.2160 -1.1140
C -4.98067 10.88149 1.18537 0.1328 -0.8460 0.3644
C -4.01296 11.60798 2.11358 -0.1144 0.3605 0.0590
C -5.04389 6.10833 0.58118 -0.2402 -0.3764 -0.5365
C -4.53792 4.65580 0.29418 -0.2944 1.4262 1.0158
C -4.88682 3.82931 1.54889 1.0251 -0.9871 -0.5320
C -4.97433 2.29014 1.25059 0.0161 0.7864 0.7101
C -6.26167 6.61451 -2.05723 -0.8262 0.1989 0.6071
C -6.10198 5.26800 -2.78070 -0.2685 -0.3515 -0.7711
C -7.09718 5.09318 -3.97628 0.9792 0.5055 -0.5733
C -6.97224 6.15084 -5.07748 0.9411 0.1452 0.2372
H -0.00644 8.53987 -3.62565 0.1685 -0.8645 0.1438
H -0.73447 7.88787 -2.02939 0.5445 0.0647 -0.0977
H -1.09620 9.48007 -2.78729 0.3434 0.0663 0.8137
H -2.10615 6.98317 -4.07666 -0.0809 -0.2139 0.2814
H -2.16479 8.59612 -4.61429 -0.3505 0.1619 0.0627
H -4.37603 8.17811 -3.43000 0.3079 -0.0459 -0.4891
H -3.31192 9.30045 -2.58869 -0.5509 0.0508 0.3241
H -2.81108 7.82047 -0.93501 0.3125 -0.5579 0.1463
H -3.17629 6.33801 -1.91377 0.1864 0.0135 0.0500
H -6.44305 8.78500 0.46106 0.0192 -0.3648 0.1286
H -5.87575 9.56862 -0.93349 0.3855 -0.0951 -0.2992
H -3.56403 9.71948 0.04771 0.1372 -0.0510 0.0143
H -4.05258 8.86390 1.49330 -0.3075 0.1179 0.2589
H -5.97548 10.62562 1.55904 0.1449 0.3495 0.8987
H -5.24932 11.54081 0.35765 0.4638 -0.1744 -0.3623
H -3.69603 11.07234 3.00881 -0.2531 -0.3171 -0.0822
H -4.42232 12.55644 2.46045 -0.0874 -0.0223 -0.0647
H -3.10318 11.85420 1.56347 0.0104 -0.0013 -0.0663
H -6.10347 6.16649 0.84860 -0.0980 -0.4697 0.2043
H -4.52042 6.53986 1.43497 0.1658 0.0354 -0.0977
H -3.47030 4.81403 0.11753 0.1949 -0.5867 0.1835
H -4.92023 4.20165 -0.61737 -0.3361 0.2063 0.1124
H -5.71959 4.26466 2.09965 -0.4983 -0.3442 -0.4989
H -4.09489 3.90638 2.29808 0.2020 0.3305 -0.1196
H -4.95529 1.98688 0.20297 -0.1223 0.4203 -0.1299
H -5.87810 1.88971 1.70557 0.1780 -0.2028 0.0468
H -4.08330 1.86605 1.71488 -0.2435 -0.5052 0.0457
H -6.42103 7.45793 -2.73242 0.3674 -0.0820 -0.2786
H -7.23897 6.56923 -1.56637 0.0007 0.0689 0.3312
H -6.31781 4.42490 -2.12334 0.0458 0.2093 0.3265
H -5.08836 5.09277 -3.15141 0.0842 0.2666 -0.0605
H -8.12724 5.01964 -3.63008 0.0235 -0.0745 0.0731
H -6.81986 4.19329 -4.52939 -0.2275 -0.4754 0.6446
H -7.15897 7.15576 -4.70023 -0.7046 0.0395 -0.4859
H -7.49709 5.83998 -5.97944 -0.6968 0.4974 0.2967
H -5.95039 6.21936 -5.46545 0.3052 -0.2291 0.3420
O -1.75363 -4.95078 5.17545 -1.7473 1.2094 -0.4554
C -1.05832 -5.84549 4.41858 3.1242 -2.8182 0.0451
O -0.29021 -6.60396 5.05436 -0.4355 0.3633 0.5467
O -1.12084 -5.87869 3.16999 -1.5400 1.7160 -0.2479
H -1.62226 -5.14043 6.11078 0.5744 -0.3131 -0.1182
O 3.64868 0.11268 3.47483 -0.5890 1.3496 -1.1901
C 2.41387 -0.37448 3.21561 -2.4511 -3.6103 1.5563
O 1.51797 0.27936 2.59825 0.6620 2.0022 -0.8467
O 2.13565 -1.49815 3.67689 0.8115 0.0470 -0.2424
H 3.49240 0.97485 3.05521 1.0071 0.3263 0.2949
O -4.18711 0.46616 5.04798 -0.9029 0.2507 0.0015
C -2.96026 0.77442 5.54014 2.4229 2.1506 2.4224
O -1.92119 0.54322 4.89136 0.5050 -1.1441 -1.8264
O -2.96895 1.41791 6.61408 -0.7324 -0.6731 -0.9462
H -4.57750 1.05758 5.73303 -1.1056 -0.5653 -0.2696
```
Positions in Å, forces in eV/Å.

Summary:
Energy: -5276.039595 hartree
Charge: +5